(1)
C50H42Br6N8O16 as an isolated structure at a distorted geometry. Source: the OMol25 dataset; level of theory: ωB97M-V/def2-TZVPD.

Last column: Löwdin charge in e.
Geometry (Å):
C1 -22.46 1.56 -8.55  -0.068
C2 -21.56 0.95 -7.70  -0.066
C3 -21.34 1.47 -6.42  -0.003
C4 -22.09 2.56 -6.02  -0.153
C5 -22.98 3.20 -6.90  -0.004
C6 -23.16 2.70 -8.17  -0.072
N1 -21.93 3.12 -4.67  -0.358
O1 -21.05 2.72 -3.94  0.079
O2 -22.75 3.95 -4.36  0.072
H1 -22.69 1.08 -9.49  0.112
H2 -21.19 -0.05 -7.94  0.117
H3 -20.77 0.94 -5.68  0.121
H4 -23.53 4.08 -6.60  0.106
H5 -23.96 3.10 -8.78  0.052
C7 -25.56 2.54 -2.77  -0.069
C8 -26.38 2.71 -3.85  -0.075
C9 -26.21 2.04 -5.03  -0.005
C10 -25.18 1.10 -5.07  -0.119
C11 -24.33 0.85 -3.97  -0.007
C12 -24.55 1.59 -2.81  -0.070
N2 -25.01 0.25 -6.29  -0.340
O3 -25.67 0.55 -7.28  0.051
O4 -24.25 -0.67 -6.22  0.082
H6 -25.67 3.13 -1.89  0.105
H7 -27.12 3.50 -3.78  0.109
H8 -26.85 2.17 -5.86  0.091
H9 -23.57 0.08 -3.99  0.116
H10 -23.86 1.53 -1.97  0.117
C13 -18.73 5.68 -11.69  -0.057
C14 -18.32 6.85 -12.33  -0.058
C15 -19.31 7.69 -12.76  -0.010
C16 -20.61 7.52 -12.35  -0.159
C17 -20.97 6.42 -11.70  -0.037
C18 -20.05 5.47 -11.29  -0.032
N3 -21.67 8.42 -12.84  -0.323
O5 -21.28 9.43 -13.39  0.077
O6 -22.82 8.25 -12.50  0.068
H11 -17.94 4.96 -11.46  0.112
H12 -17.30 6.94 -12.68  0.117
H13 -19.04 8.61 -13.23  0.118
H14 -22.02 6.32 -11.52  0.058
H15 -20.27 4.67 -10.63  0.100
C19 -25.61 10.78 -14.76  -0.074
C20 -26.97 10.87 -14.80  -0.069
C21 -27.73 10.70 -13.65  0.005
C22 -27.06 10.43 -12.46  -0.134
C23 -25.67 10.32 -12.42  0.016
C24 -24.95 10.48 -13.59  -0.063
N4 -27.88 10.04 -11.31  -0.329
O7 -29.08 9.99 -11.44  0.083
O8 -27.33 9.89 -10.22  0.047
H16 -25.03 10.99 -15.64  0.112
H17 -27.46 11.12 -15.72  0.105
H18 -28.80 10.84 -13.69  0.122
H19 -25.15 9.97 -11.53  0.108
H20 -23.87 10.40 -13.58  0.090
C25 -22.72 10.66 -5.72  -0.063
C26 -21.97 10.27 -4.62  -0.076
C27 -22.42 10.56 -3.38  -0.020
C28 -23.57 11.30 -3.18  -0.163
C29 -24.27 11.77 -4.25  -0.041
C30 -23.85 11.47 -5.57  -0.044
N5 -23.97 11.64 -1.81  -0.342
O9 -24.89 12.42 -1.72  0.044
O10 -23.42 11.09 -0.86  0.078
H21 -22.43 10.31 -6.69  0.098
H22 -21.15 9.59 -4.77  0.113
H23 -21.80 10.20 -2.56  0.125
H24 -25.15 12.37 -4.02  0.107
H25 -24.41 11.88 -6.40  0.085
C31 -30.57 3.78 -8.09  -0.059
C32 -29.54 2.88 -8.03  -0.078
C33 -29.69 1.59 -8.53  -0.010
C34 -30.89 1.23 -9.09  -0.143
C35 -31.98 2.10 -9.13  -0.003
C36 -31.80 3.38 -8.62  -0.061
N6 -31.04 -0.13 -9.64  -0.333
O11 -30.04 -0.88 -9.60  0.057
O12 -32.15 -0.49 -9.96  0.080
H26 -30.49 4.82 -7.86  0.103
H27 -28.57 3.24 -7.74  0.074
H28 -28.89 0.87 -8.51  0.118
H29 -32.92 1.84 -9.56  0.115
H30 -32.57 4.12 -8.76  0.103
C37 -31.08 11.79 -7.68  -0.087
C38 -30.70 13.07 -7.92  -0.059
C39 -29.34 13.33 -8.18  0.003
C40 -28.42 12.35 -8.07  -0.154
C41 -28.81 11.03 -7.79  -0.002
C42 -30.17 10.73 -7.60  -0.035
N7 -27.01 12.65 -8.37  -0.326
O13 -26.19 11.85 -7.95  0.042
O14 -26.72 13.67 -8.97  0.097
H31 -32.12 11.59 -7.48  0.110
H32 -31.35 13.90 -8.01  0.098
H33 -29.03 14.36 -8.40  0.127
H34 -28.06 10.26 -7.71  0.086
H35 -30.49 9.75 -7.33  0.105
C43 -25.14 8.80 -8.45  -0.064
C44 -24.83 7.63 -9.16  -0.054
C45 -25.26 6.41 -8.65  -0.038
C46 -25.94 6.37 -7.44  -0.132
C47 -26.24 7.53 -6.74  -0.006
C48 -25.81 8.74 -7.22  -0.095
N8 -26.42 5.06 -6.99  -0.319
O15 -26.01 4.08 -7.55  -0.005
O16 -27.36 5.01 -6.20  0.071
H36 -24.83 9.74 -8.88  0.101
H37 -24.33 7.63 -10.12  0.091
H38 -24.97 5.45 -9.07  0.059
H39 -26.71 7.49 -5.77  0.077
H40 -26.05 9.66 -6.72  0.026
C49 -28.88 10.64 -3.50  -1.541
Br1 -28.34 11.66 -1.94  0.577
Br2 -29.87 9.11 -2.86  0.558
Br3 -27.21 9.91 -4.19  0.638
H41 -29.39 11.25 -4.24  -0.010
C50 -26.14 4.14 -11.96  -1.490
Br4 -27.05 5.86 -11.72  0.572
Br5 -26.62 2.98 -10.49  0.636
Br6 -24.22 4.50 -11.72  0.583
H42 -26.34 3.68 -12.91  -0.015

Computed properties:
- LUMO level: -1.006 eV
- Gap between HOMO and LUMO: 8.70 eV
- Energy relative to the best compared isomer or geometry (same formula, charge and spin): 0.0000 eV
- Spin multiplicity: 1

(2)
C50H42Br6N8O16 as an isolated structure at a distorted geometry. Source: the OMol25 dataset; level of theory: ωB97M-V/def2-TZVPD.

Last column: Löwdin charge in e.
Geometry (Å):
C1 -2.06 -2.11 11.98  -0.083
C2 -3.45 -2.06 12.01  -0.051
C3 -4.06 -1.18 12.93  -0.002
C4 -3.31 -0.19 13.53  -0.148
C5 -1.91 -0.16 13.30  -0.008
C6 -1.28 -1.19 12.65  -0.087
N1 -3.91 0.82 14.38  -0.371
O1 -4.66 0.32 15.19  0.092
O2 -3.54 1.97 14.34  0.099
H1 -1.50 -2.81 11.38  0.105
H2 -4.00 -2.83 11.48  0.106
H3 -5.12 -1.25 13.10  0.119
H4 -1.25 0.59 13.71  0.117
H5 -0.21 -1.06 12.58  0.111
C7 -8.42 2.14 -8.05  -0.078
C8 -9.64 2.43 -8.70  -0.045
C9 -9.61 3.51 -9.61  -0.005
C10 -8.53 4.41 -9.73  -0.118
C11 -7.36 4.08 -9.04  -0.017
C12 -7.33 2.95 -8.27  -0.095
N2 -8.72 5.65 -10.57  -0.313
O3 -7.94 6.53 -10.45  0.114
O4 -9.79 5.63 -11.30  0.014
H6 -8.46 1.35 -7.32  0.105
H7 -10.48 1.77 -8.52  0.103
H8 -10.54 3.70 -10.13  0.107
H9 -6.53 4.76 -9.03  0.119
H10 -6.43 2.79 -7.70  0.109
C13 5.90 -1.93 -4.70  -0.061
C14 5.36 -1.69 -5.95  -0.071
C15 6.19 -1.58 -7.06  -0.005
C16 7.54 -1.86 -6.98  -0.156
C17 8.11 -2.15 -5.75  -0.004
C18 7.31 -2.13 -4.59  -0.043
N3 8.34 -1.94 -8.20  -0.344
O5 9.56 -2.04 -8.20  0.075
O6 7.75 -1.84 -9.26  0.062
H11 5.30 -2.05 -3.81  0.104
H12 4.29 -1.53 -6.02  0.109
H13 5.74 -1.42 -8.03  0.118
H14 9.16 -2.42 -5.69  0.116
H15 7.91 -2.37 -3.73  0.101
C19 8.62 9.60 3.14  -0.117
C20 9.36 8.65 3.72  -0.067
C21 9.27 7.26 3.29  0.025
C22 8.31 6.82 2.34  -0.108
C23 7.59 7.88 1.82  -0.027
C24 7.73 9.25 2.16  -0.060
N4 8.25 5.38 1.85  -0.314
O7 7.17 4.86 1.44  0.037
O8 9.18 4.66 2.10  0.086
H16 8.69 10.63 3.47  0.114
H17 9.96 8.95 4.57  0.106
H18 9.76 6.48 3.85  0.105
H19 6.71 7.74 1.22  0.113
H20 7.10 10.01 1.72  0.108
C25 6.33 4.14 -8.67  -0.074
C26 5.20 4.07 -9.55  -0.035
C27 3.94 4.19 -8.93  -0.004
C28 3.77 4.42 -7.55  -0.166
C29 4.87 4.53 -6.73  0.017
C30 6.16 4.45 -7.34  -0.061
N5 2.44 4.52 -6.97  -0.341
O9 2.40 4.53 -5.73  0.043
O10 1.43 4.64 -7.64  0.091
H21 7.34 4.05 -9.04  0.101
H22 5.22 3.80 -10.60  0.101
H23 3.06 4.04 -9.54  0.110
H24 4.67 4.80 -5.70  0.115
H25 7.08 4.67 -6.80  0.102
C31 -11.46 -8.84 0.84  -0.035
C32 -10.73 -7.67 0.65  -0.084
C33 -9.68 -7.35 1.45  -0.031
C34 -9.30 -8.18 2.49  -0.109
C35 -9.93 -9.44 2.65  -0.018
C36 -10.97 -9.75 1.83  -0.069
N6 -8.18 -7.82 3.45  -0.311
O11 -7.64 -6.73 3.35  0.065
O12 -7.64 -8.73 4.13  0.037
H26 -12.32 -9.13 0.25  0.102
H27 -10.81 -6.94 -0.14  0.110
H28 -9.16 -6.42 1.29  0.121
H29 -9.64 -10.23 3.34  0.117
H30 -11.44 -10.69 2.10  0.104
C37 -0.59 1.73 4.45  -0.062
C38 0.08 2.10 3.28  -0.081
C39 -0.43 1.69 2.08  -0.027
C40 -1.59 0.92 1.95  -0.109
C41 -2.28 0.59 3.19  0.002
C42 -1.80 0.98 4.43  -0.057
N7 -2.25 0.43 0.73  -0.332
O13 -1.65 0.62 -0.30  0.082
O14 -3.48 0.21 0.74  0.043
H31 -0.23 2.13 5.38  0.100
H32 1.02 2.64 3.31  0.111
H33 0.17 2.09 1.27  0.119
H34 -3.22 0.05 3.19  0.109
H35 -2.37 0.70 5.30  0.104
C43 1.67 -6.95 0.02  -0.092
C44 2.09 -8.05 -0.61  -0.112
C45 2.83 -8.97 0.01  -0.022
C46 3.15 -8.80 1.36  -0.111
C47 2.61 -7.75 2.13  0.028
C48 1.83 -6.85 1.38  -0.066
N8 4.09 -9.78 2.01  -0.318
O15 4.85 -10.47 1.28  0.048
O16 4.16 -9.78 3.23  0.062
H36 1.18 -6.17 -0.55  0.116
H37 1.88 -8.17 -1.66  0.119
H38 3.04 -9.89 -0.52  0.125
H39 2.80 -7.63 3.19  0.116
H40 1.39 -5.96 1.80  0.106
C49 6.63 1.59 7.34  -1.480
Br1 5.98 2.15 9.12  0.526
Br2 5.71 -0.07 6.54  0.475
Br3 8.60 1.44 7.33  0.518
H41 6.49 2.46 6.69  -0.040
C50 -6.57 5.12 -1.84  -1.461
Br4 -7.56 4.56 -0.17  0.474
Br5 -4.88 6.17 -1.56  0.524
Br6 -8.04 5.99 -2.85  0.495
H42 -6.41 4.21 -2.42  -0.033

Computed properties:
- LUMO level: -0.851 eV
- Gap between HOMO and LUMO: 9.20 eV
- Energy relative to the best compared isomer or geometry (same formula, charge and spin): 5.4662 eV
- Spin multiplicity: 1

(3)
C50H42N4O5SSr as an isolated structure at a distorted geometry. Source: the OMol25 dataset; level of theory: ωB97M-V/def2-TZVPD.

Last column: Löwdin charge in e.
Geometry (Å):
Sr1 -1.56 -0.20 0.76  1.517
C1 -0.34 -2.35 -9.09  -0.089
O1 -1.43 -2.68 -8.24  -0.085
C2 -1.35 -2.26 -6.95  -0.287
C3 -2.41 -2.61 -6.13  0.001
C4 -2.41 -2.24 -4.80  -0.026
C5 -1.36 -1.50 -4.25  -0.239
C6 -0.31 -1.16 -5.08  -0.022
C7 -0.29 -1.53 -6.43  -0.011
C8 -1.36 -1.11 -2.80  -0.058
C9 -0.95 -2.13 -1.90  -0.243
C10 -0.51 -3.46 -2.29  -0.002
C11 0.01 -4.05 -1.19  -0.003
C12 -0.10 -3.09 -0.10  -0.245
N1 -0.74 -1.99 -0.56  -0.062
C13 0.54 -3.21 1.17  -0.057
C14 0.67 -2.23 2.18  -0.237
C15 1.48 -2.38 3.38  -0.006
C16 1.54 -1.16 3.98  0.001
C17 0.74 -0.25 3.17  -0.230
C18 0.69 1.16 3.35  -0.055
C19 1.64 1.72 4.36  -0.235
C20 2.85 2.28 4.00  -0.017
C21 3.74 2.78 4.95  -0.011
C22 3.41 2.71 6.30  -0.287
O2 4.21 3.15 7.31  -0.086
C23 5.47 3.69 6.95  -0.090
C24 2.19 2.15 6.68  0.001
C25 1.32 1.67 5.72  -0.029
C26 0.01 2.11 2.54  -0.231
N2 -0.67 1.86 1.39  -0.059
C27 -0.97 3.05 0.80  -0.231
C28 -1.43 3.22 -0.53  -0.053
C29 -1.44 4.63 -1.06  -0.231
C30 -0.27 5.33 -1.29  -0.022
C31 -0.28 6.62 -1.82  -0.011
C32 -1.50 7.22 -2.13  -0.287
O3 -1.63 8.46 -2.67  -0.086
C33 -0.45 9.17 -2.96  -0.089
C34 -2.69 6.53 -1.89  0.001
C35 -2.64 5.25 -1.37  -0.030
C36 -1.68 2.21 -1.50  -0.232
C37 -1.94 2.46 -2.92  0.001
C38 -1.90 1.26 -3.54  -0.003
C39 -1.62 0.25 -2.53  -0.238
N3 -1.55 0.87 -1.32  -0.061
C40 -0.55 4.12 1.69  -0.004
C41 0.06 3.55 2.75  -0.001
N4 0.20 -0.95 2.14  -0.053
C42 1.32 -4.48 1.37  -0.231
C43 0.67 -5.69 1.60  -0.027
C44 1.39 -6.88 1.70  0.004
C45 2.77 -6.86 1.58  -0.298
O4 3.42 -8.06 1.72  -0.102
C46 4.43 -8.33 0.75  -0.076
C47 3.43 -5.65 1.39  -0.003
C48 2.70 -4.48 1.28  -0.021
H1 -0.57 -2.77 -10.06  0.090
H2 0.59 -2.77 -8.72  0.094
H3 -0.23 -1.26 -9.19  0.094
H4 -3.23 -3.18 -6.55  0.118
H5 -3.25 -2.51 -4.17  0.120
H6 0.52 -0.58 -4.68  0.128
H7 0.55 -1.24 -7.04  0.100
H8 -0.57 -3.87 -3.28  0.108
H9 0.47 -5.02 -1.12  0.107
H10 1.96 -3.29 3.71  0.108
H11 2.07 -0.90 4.88  0.107
H12 3.11 2.34 2.95  0.127
H13 4.67 3.21 4.63  0.099
H14 5.96 3.96 7.89  0.090
H15 5.36 4.58 6.34  0.093
H16 6.08 2.96 6.42  0.094
H17 1.94 2.12 7.74  0.118
H18 0.38 1.24 6.03  0.123
H19 0.69 4.87 -1.06  0.127
H20 0.65 7.14 -1.99  0.100
H21 -0.76 10.11 -3.40  0.090
H22 0.17 8.62 -3.68  0.094
H23 0.14 9.37 -2.06  0.093
H24 -3.63 7.01 -2.13  0.118
H25 -3.57 4.72 -1.18  0.122
H26 -2.10 3.43 -3.37  0.107
H27 -2.04 1.07 -4.60  0.109
H28 -0.70 5.18 1.51  0.109
H29 0.51 4.05 3.60  0.110
H30 -0.41 -5.71 1.68  0.119
H31 0.89 -7.82 1.87  0.118
H32 4.89 -9.27 1.04  0.089
H33 5.19 -7.56 0.72  0.075
H34 3.98 -8.43 -0.24  0.097
H35 4.51 -5.63 1.34  0.109
H36 3.22 -3.54 1.13  0.128
C49 -6.09 -1.03 1.99  -0.252
S1 -4.67 -0.99 0.93  0.867
C50 -4.21 -2.70 1.05  -0.238
O5 -3.60 -0.24 1.72  -0.728
H37 -5.81 -1.50 2.93  0.068
H38 -6.89 -1.57 1.49  0.066
H39 -6.38 0.01 2.15  0.063
H40 -5.00 -3.32 0.61  0.069
H41 -4.06 -2.95 2.11  0.073
H42 -3.28 -2.84 0.49  0.046

Computed properties:
- LUMO level: -0.543 eV
- Gap between HOMO and LUMO: 5.67 eV
- Energy relative to the best compared isomer or geometry (same formula, charge and spin): 0.9768 eV
- Spin multiplicity: 1

(4)
C50H42N4P2PdSSi as an isolated structure. Source: the OMol25 dataset; level of theory: ωB97M-V/def2-TZVPD.

Last column: Löwdin charge in e.
Geometry (Å):
Pd1 0.11 0.85 0.18  0.252
C1 0.63 2.90 -2.70  -0.191
Si1 0.24 2.88 -0.85  0.507
C2 -1.44 3.75 -0.75  -0.272
C3 -1.70 5.08 -1.09  -0.082
C4 -2.99 5.56 -1.20  -0.073
C5 -4.07 4.70 -1.02  -0.071
C6 -3.85 3.38 -0.69  -0.096
C7 -2.54 2.91 -0.53  -0.397
P1 -2.15 1.18 -0.15  0.985
C8 -3.21 0.71 1.26  -0.353
C9 -3.90 1.65 2.02  -0.081
C10 -4.65 1.25 3.12  -0.075
C11 -4.72 -0.09 3.47  -0.076
C12 -4.00 -1.03 2.74  -0.071
C13 -3.24 -0.63 1.66  -0.156
C14 -2.84 0.31 -1.61  -0.324
C15 -3.33 -0.99 -1.57  -0.079
C16 -3.72 -1.64 -2.73  -0.072
C17 -3.62 -1.00 -3.96  -0.087
C18 -3.14 0.30 -4.01  -0.079
C19 -2.75 0.95 -2.85  -0.099
C20 1.69 3.86 -0.10  -0.271
C21 1.91 5.24 -0.21  -0.080
C22 3.11 5.80 0.20  -0.076
C23 4.12 4.99 0.71  -0.073
C24 3.93 3.63 0.82  -0.084
C25 2.71 3.07 0.43  -0.365
P2 2.37 1.28 0.51  0.974
C26 3.54 0.55 -0.68  -0.328
C27 3.08 0.18 -1.94  -0.099
C28 3.94 -0.34 -2.89  -0.070
C29 5.29 -0.49 -2.59  -0.081
C30 5.76 -0.13 -1.33  -0.074
C31 4.90 0.39 -0.38  -0.088
C32 3.02 0.74 2.11  -0.406
C33 3.36 -0.61 2.26  -0.125
C34 3.74 -1.09 3.50  -0.076
C35 3.78 -0.24 4.60  -0.076
C36 3.44 1.09 4.45  -0.074
C37 3.05 1.58 3.21  -0.101
H1 0.54 3.92 -3.11  0.034
H2 -0.05 2.25 -3.25  0.012
H3 1.65 2.56 -2.88  0.020
H4 -0.88 5.76 -1.29  0.087
H5 -3.17 6.60 -1.46  0.104
H6 -5.09 5.07 -1.14  0.105
H7 -4.68 2.70 -0.56  0.117
H8 -3.86 2.70 1.77  0.096
H9 -5.18 1.99 3.70  0.104
H10 -5.31 -0.40 4.33  0.104
H11 -4.02 -2.07 3.04  0.103
H12 -2.63 -1.36 1.15  0.069
H13 -3.43 -1.52 -0.63  0.085
H14 -4.09 -2.65 -2.68  0.108
H15 -3.92 -1.51 -4.87  0.104
H16 -3.07 0.82 -4.96  0.106
H17 -2.39 1.97 -2.91  0.097
H18 1.14 5.89 -0.61  0.085
H19 3.26 6.87 0.13  0.104
H20 5.06 5.43 1.02  0.105
H21 4.71 3.00 1.22  0.106
H22 2.03 0.30 -2.17  0.060
H23 3.56 -0.64 -3.86  0.105
H24 5.97 -0.91 -3.33  0.103
H25 6.81 -0.25 -1.09  0.104
H26 5.27 0.65 0.60  0.104
H27 3.31 -1.28 1.42  0.112
H28 3.98 -2.14 3.61  0.105
H29 4.07 -0.63 5.57  0.103
H30 3.46 1.75 5.31  0.104
H31 2.76 2.62 3.11  0.108
S1 -0.11 -0.09 2.55  0.603
C38 0.27 -1.75 2.25  -0.827
N1 0.53 -2.58 3.20  0.012
N2 0.76 -3.91 2.83  -0.026
C39 -0.29 -4.70 2.32  -0.275
C40 -1.58 -4.22 2.10  -0.046
C41 -2.56 -5.05 1.57  -0.092
C42 -2.28 -6.38 1.25  -0.113
C43 -1.00 -6.86 1.49  -0.104
C44 -0.01 -6.04 2.01  -0.049
N3 0.29 -2.30 0.91  0.056
N4 0.15 -1.53 -0.03  0.009
C45 0.15 -2.17 -1.32  -0.232
C46 0.27 -3.55 -1.47  -0.005
C47 0.24 -4.10 -2.74  -0.071
C48 0.09 -3.28 -3.86  -0.081
C49 -0.05 -1.91 -3.70  -0.075
C50 -0.02 -1.36 -2.43  -0.067
H32 1.23 -4.36 3.60  0.122
H33 -1.82 -3.21 2.37  0.079
H34 -3.56 -4.66 1.42  0.098
H35 -3.04 -7.02 0.84  0.094
H36 -0.76 -7.89 1.25  0.099
H37 0.99 -6.42 2.16  0.108
H38 0.37 -4.18 -0.59  0.103
H39 0.33 -5.17 -2.86  0.104
H40 0.06 -3.72 -4.85  0.102
H41 -0.18 -1.27 -4.56  0.106
H42 -0.13 -0.29 -2.28  0.068

Computed properties:
- LUMO level (alpha / beta): -0.314 / -0.314 eV
- Gap between HOMO and LUMO (alpha / beta): 6.33 / 6.33 eV
- Spin multiplicity: 1

Number 1: total energy -19015.7099 a.u.. Number 2: total energy -19015.5090 a.u.. Number 3: total energy -2954.6524 a.u.. Number 4: total energy -3647.8888 a.u..